[1]
# C23H32IN7O6Ti

C23H32IN7O6Ti as an isolated structure (the ωB97M-V functional and the def2-TZVPD basis, the Open Molecules 2025 dataset).

```
! RIJCOSX wB97M-V def2-TZVPD def2/J DEFGRID3
* xyz 0 3
Ti -0.30 0.96 0.17
C 1.59 -1.23 4.78
N 1.57 -1.20 3.33
C 2.62 -1.98 2.70
C 0.72 -0.41 2.64
N 0.28 -0.64 1.42
C 0.35 -1.86 0.72
C 0.29 -3.12 1.29
C 0.43 -4.26 0.51
C 0.63 -4.15 -0.85
C 0.61 -2.90 -1.45
C 0.39 -1.75 -0.69
N 0.24 -0.46 -1.26
C -0.40 -0.28 -2.42
N -0.13 0.83 -3.14
C 1.08 1.59 -2.91
C -1.19 1.57 -3.81
N -1.34 -1.13 -2.91
C -1.51 -1.33 -4.34
C -2.20 -1.94 -2.07
N 0.27 0.72 3.28
C -0.94 1.40 2.86
C 1.21 1.59 3.99
H 1.59 -2.27 5.10
H 0.71 -0.74 5.19
H 2.49 -0.75 5.18
H 2.43 -3.05 2.80
H 3.57 -1.74 3.18
H 2.70 -1.73 1.65
H 0.15 -3.21 2.36
H 0.39 -5.24 0.98
H 0.79 -5.03 -1.46
H 0.72 -2.80 -2.52
H 1.86 0.95 -2.50
H 0.90 2.42 -2.21
H 1.42 2.01 -3.86
H -2.15 1.10 -3.65
H -1.00 1.64 -4.89
H -1.24 2.58 -3.39
H -0.72 -0.83 -4.89
H -2.48 -0.96 -4.69
H -1.46 -2.40 -4.55
H -2.12 -1.63 -1.03
H -1.96 -3.00 -2.16
H -3.24 -1.78 -2.38
H -1.72 0.70 2.57
H -0.77 2.15 2.06
H -1.28 2.00 3.70
H 2.18 1.12 4.09
H 0.82 1.84 4.98
H 1.36 2.51 3.41
O -6.10 2.56 -1.23
C -4.98 2.26 -0.94
C -3.71 3.07 -1.25
O -3.66 4.13 -1.83
C -2.62 2.27 -0.69
C -3.08 1.07 -0.17
O -2.20 0.23 0.30
C -4.52 0.93 -0.31
O -5.24 0.01 0.01
O -1.34 2.49 -0.69
N 3.11 3.19 -0.28
C 2.62 1.97 0.05
O 1.39 1.94 0.45
C 3.42 0.83 -0.05
I 4.74 1.14 2.37
H 2.57 3.98 0.05
H 4.11 3.31 -0.27
H 4.36 0.87 -0.57
H 2.95 -0.13 0.10
*
```

Output
LUMO (alpha / beta) ... 0.14 / -1.30 eV
Total energy ... -78304.645 eV
HOMO level (alpha / beta) ... -0.272 / -0.296 Ha
Energy relative to the best compared isomer or geometry (same formula, charge and spin) ... 40.43 kJ/mol


[2]
# C23H32InNO4

C23H32InNO4 as an isolated structure in a non-equilibrium geometry (the ωB97M-V functional and the def2-TZVPD basis, the Open Molecules 2025 dataset).

```
! RIJCOSX wB97M-V def2-TZVPD def2/J DEFGRID3
* xyz 0 1
O -0.36 -0.62 0.22
C -0.67 -0.73 -1.19
C -1.41 -2.04 -0.99
H 0.23 -0.81 -1.80
H -1.28 0.12 -1.51
C -0.99 -1.90 0.50
H -0.97 -2.90 -1.51
H -2.50 -1.97 -1.15
C 0.05 -2.92 0.95
H 0.90 -2.92 0.27
H -0.41 -3.91 0.96
H 0.40 -2.66 1.96
C -2.11 -1.72 1.50
H -2.89 -1.09 1.07
H -1.73 -1.23 2.40
H -2.52 -2.71 1.76
In 1.26 2.09 -0.10
C -1.51 3.21 2.30
C -1.22 3.73 1.02
C -1.66 2.79 0.03
H -0.83 4.72 0.80
C -2.36 1.76 0.72
C -2.21 1.99 2.11
H -2.61 1.36 2.91
H -1.23 3.67 3.25
H -1.57 2.91 -1.06
H -2.95 0.98 0.24
C 1.76 2.01 3.40
C 0.70 1.19 3.85
C 0.78 -0.06 3.17
H -0.03 1.45 4.62
C 1.86 0.01 2.25
C 2.49 1.29 2.39
H 3.41 1.62 1.91
H 2.02 2.99 3.78
H 0.18 -0.94 3.38
H 2.20 -0.79 1.59
O -0.64 -3.89 -3.51
C -1.43 -5.05 -3.11
C -1.50 -6.08 -4.24
H -2.45 -4.70 -2.85
H -0.98 -5.48 -2.19
C -1.11 -5.26 -5.49
H -2.49 -6.52 -4.33
H -0.77 -6.88 -4.07
C -0.26 -4.12 -4.90
H -2.01 -4.86 -5.97
H -0.56 -5.86 -6.21
H -0.39 -3.17 -5.45
H 0.80 -4.42 -4.95
O 1.00 5.08 2.86
C 1.78 5.07 1.91
C 2.84 6.11 1.59
C 3.66 5.53 0.45
C 2.95 4.25 0.16
O 3.29 3.36 -0.67
N 1.86 4.07 0.94
H 2.36 7.05 1.30
H 3.47 6.30 2.47
H 3.67 6.14 -0.46
H 4.70 5.32 0.73
*
```

Output
LUMO (alpha / beta) ... -2.60 / -2.58 eV
Total energy ... -39218.233 eV
HOMO level (alpha / beta) ... -0.259 / -0.229 Ha
Energy relative to the best compared isomer or geometry (same formula, charge and spin) ... 106.83 kJ/mol


[3]
# C23H32N2O4

One molecule with the formula C23H32N2O4 (the ωB97M-V functional and the def2-TZVPD basis, the Open Molecules 2025 dataset).

```
! RIJCOSX wB97M-V def2-TZVPD def2/J DEFGRID3
* xyz 0 1
C -5.46 4.37 -2.73
C -4.12 5.04 -2.52
H -3.39 4.64 -3.23
H -4.21 6.11 -2.71
C -3.59 4.84 -1.09
C -3.27 3.41 -0.82
C -4.12 2.62 -0.11
C -3.87 1.22 0.13
O -4.60 0.48 0.74
O -2.72 0.70 -0.39
C -1.84 1.45 -1.08
C -0.70 0.80 -1.55
C 0.25 1.50 -2.27
C 0.05 2.87 -2.52
C -1.07 3.51 -2.06
C -2.06 2.82 -1.33
H -1.20 4.56 -2.26
H 0.80 3.40 -3.07
O 1.38 0.97 -2.79
C 1.72 -0.35 -2.45
C 1.98 -0.50 -0.94
O 2.08 0.45 -0.20
N 2.08 -1.79 -0.55
H 2.01 -2.53 -1.23
C 2.35 -2.18 0.82
C 3.69 -2.90 0.92
H 4.49 -2.24 0.57
H 3.66 -3.78 0.29
C 4.00 -3.34 2.36
N 2.85 -4.07 2.88
H 3.03 -4.38 3.82
C 1.49 -3.55 2.78
C 1.24 -3.10 1.33
H 0.28 -2.59 1.28
H 1.21 -3.98 0.70
C 0.57 -4.73 3.10
H 0.66 -5.01 4.14
H 0.84 -5.59 2.49
H -0.47 -4.46 2.90
C 1.17 -2.41 3.77
H 1.50 -2.68 4.77
H 1.65 -1.48 3.49
H 0.10 -2.24 3.79
C 5.16 -4.35 2.33
H 5.46 -4.61 3.34
H 4.84 -5.26 1.82
H 6.01 -3.93 1.81
C 4.44 -2.14 3.22
H 3.76 -1.30 3.12
H 5.42 -1.81 2.91
H 4.49 -2.42 4.27
H 2.37 -1.24 1.38
H 0.96 -1.06 -2.79
H 2.65 -0.55 -2.99
H -0.60 -0.24 -1.31
H -5.03 3.01 0.30
H -4.36 5.17 -0.38
H -2.71 5.46 -0.93
H -5.39 3.30 -2.57
H -6.21 4.77 -2.05
H -5.81 4.54 -3.75
*
```

Output
LUMO ... 0.35 eV
Total energy ... -35541.956 eV
SMILES ... CCCc1cc(=O)oc2cc(OCC(=O)NC3CC(C)(C)NC(C)(C)C3)ccc12
HOMO level ... -0.303 Ha
Energy relative to the best compared isomer or geometry (same formula, charge and spin) ... 85.46 kJ/mol


[4]
# C23H32N4O3S

A 3-piece molecular cluster, C23H32N4O3S overall in a non-equilibrium geometry (the ωB97M-V functional and the def2-TZVPD basis, the Open Molecules 2025 dataset).

```
! RIJCOSX wB97M-V def2-TZVPD def2/J DEFGRID3
* xyz 0 1
C 2.88 -0.77 0.35
C 1.50 -0.38 -0.10
O 0.74 -1.21 -0.54
N 1.16 0.98 0.01
C 1.35 1.39 1.44
C -0.25 1.20 -0.35
C -0.52 1.01 -1.84
C -1.66 1.92 -2.36
C -2.85 1.11 -2.86
C -3.49 0.30 -1.76
C -3.35 -1.09 -1.74
C -3.95 -1.87 -0.75
S -3.82 -3.63 -0.70
C -4.70 -1.29 0.28
C -4.82 0.09 0.25
C -4.23 0.88 -0.72
C -4.56 2.30 -0.43
O -4.17 3.31 -0.95
N -5.45 2.28 0.67
C -5.57 0.97 1.18
O -6.20 0.69 2.16
H 2.78 -1.35 1.26
H 3.39 -1.32 -0.43
H 3.44 0.13 0.61
H 0.51 2.00 1.76
H 2.25 2.00 1.56
H 1.38 0.55 2.14
H -0.94 0.59 0.24
H -0.47 2.24 -0.13
H 0.39 1.28 -2.36
H -0.72 -0.04 -2.04
H -1.97 2.59 -1.56
H -1.29 2.52 -3.19
H -3.58 1.75 -3.35
H -2.51 0.41 -3.62
H -2.78 -1.57 -2.52
H -3.36 -3.87 -1.93
H -5.18 -1.87 1.05
H -5.26 2.96 1.40
C 5.14 -2.41 -3.57
C 6.23 -1.68 -4.34
C 6.41 -0.23 -3.88
C 5.18 0.54 -4.07
N 4.21 1.14 -4.21
H 4.16 -1.95 -3.72
H 5.06 -3.45 -3.91
H 5.35 -2.42 -2.50
H 5.99 -1.69 -5.41
H 7.17 -2.21 -4.22
H 7.21 0.25 -4.44
H 6.68 -0.20 -2.82
C -0.14 1.05 6.14
C -1.03 -0.13 5.76
C -0.23 -1.41 5.48
C 0.71 -1.23 4.38
N 1.43 -1.08 3.50
H 0.55 1.31 5.34
H -0.74 1.93 6.36
H 0.45 0.82 7.03
H -1.61 0.13 4.87
H -1.74 -0.32 6.56
H -0.91 -2.23 5.22
H 0.33 -1.71 6.37
*
```

Output
LUMO ... -0.29 eV
Total energy ... -47308.924 eV
SMILES ... CC(=O)N(C)CCCCc1cc(S)cc2c1C(=O)NC2=O.CCCC#N.CCCC#N
HOMO level ... -0.323 Ha
Energy relative to the best compared isomer or geometry (same formula, charge and spin) ... 55.02 kJ/mol